The following is a quantum chemistry calculation of 7 unconnected molecules or ions with the total composition C6H18O7, from the Open Molecules 2025 dataset.

Last column: Mulliken charge in e.
Atoms and positions in Å:
H -0.730 3.796 -0.369  0.3536
H 0.501 -3.320 -1.011  0.4588
O 2.976 -0.574 1.505  -0.4243
H -0.522 3.334 -1.775  0.3105
O -1.371 0.444 -2.636  -0.7247
H 1.054 -0.963 3.367  0.4448
H 2.654 -1.841 -0.507  0.4727
O -1.225 3.676 -1.196  -0.6741
H -0.811 -3.905 0.914  0.4306
C 0.741 -2.798 -0.102  -0.4339
C -0.215 -3.018 0.956  -0.4704
H -0.890 -2.341 2.879  0.3965
H -1.613 -0.047 -3.423  0.2500
H -2.682 0.433 -0.160  0.4874
H -1.603 0.006 -1.775  0.4509
O 1.124 1.443 -2.325  -0.5947
H -1.286 -0.188 -0.001  0.2792
H 1.374 2.795 0.769  0.2788
O -2.175 -0.448 -0.275  -0.7937
O -3.134 1.836 -0.517  -0.6378
H 0.178 2.253 1.590  0.2701
C -0.062 -2.347 2.179  -0.2696
O 0.414 2.693 0.775  -0.5533
C 1.861 -2.108 0.164  -0.3310
H -2.410 2.075 -1.121  0.3712
H 1.851 0.859 -2.557  0.2680
H -3.886 2.398 -0.725  0.3106
H 0.325 0.880 -2.469  0.3670
H 3.508 -0.599 2.314  0.3782
C 0.996 -1.519 2.443  -0.3903
C 1.939 -1.366 1.405  0.7188

Results
* <S²>: 0.770
* HOMO (alpha / beta): -13.1 / -13.1 eV
* total charge: +1
* spin multiplicity: 2
* orbital gap (alpha / beta): 8.60 / 5.07 eV

The following is a quantum chemistry calculation of C6H18OSi2 in the gas phase, from the Open Molecules 2025 dataset.

Last column: Mulliken charge in e.
Atoms and positions in Å:
C 0.032 1.949 0.763  -1.2125
H -2.011 -0.779 0.553  0.2454
H 2.359 -1.601 0.321  -0.2162
C 0.557 -0.979 -1.706  -0.8277
H -2.593 0.460 1.699  0.3709
H 1.496 -1.469 -2.186  0.3393
H -0.708 1.989 0.030  0.3542
H -0.240 -1.625 -2.162  0.3742
O 0.174 -2.498 1.077  -0.4121
H 1.120 1.199 -1.844  0.2332
H 0.064 -0.608 4.182  0.3492
H 1.500 -0.071 3.548  0.2815
H 0.579 0.046 -4.456  0.3645
H -0.251 1.431 -4.114  0.4815
H 0.121 -3.344 0.596  0.3149
H 0.968 1.822 0.207  0.2629
Si 0.932 -1.291 0.421  0.4099
H 0.031 2.924 1.175  0.4896
Si -0.020 0.314 1.691  0.4162
C 0.306 0.471 -2.211  0.1143
H -1.784 -1.004 2.455  0.2104
H 0.288 1.138 4.132  0.3538
C -0.047 0.497 -3.732  -1.6246
H -1.065 0.099 -3.908  0.3467
H -0.481 0.961 -1.694  0.0754
C -1.719 -0.261 1.602  -0.9150
C 0.394 0.227 3.560  -1.1799

Results
* SMILES: CCC[Si@H](O)[Si](C)(C)C
* HOMO: -9.1 eV
* relative energy (zero: lowest compared OMol25 entry of this formula, charge and spin): 281.4 kJ/mol
* orbital gap: 9.76 eV

Calculated energy (eV), listed in the same order as above: -20837.8542; -24316.0707
Calculated largest force on an atom (eV/Å), listed in the same order as above: 1.96; 5.07